1.
DFT (ωB97M-V with the def2-TZVPD basis set) results for 2 unconnected molecules or ions with the total composition C3H6O3S at a distorted geometry.

Last column: natural (NBO) charge in e.
Element x y z (Å)
H (0.853, 2.013, 0.688)  0.16
O (0.590, -0.671, -2.125)  -0.84
H (-0.155, -2.398, -1.264)  0.51
O (2.011, -0.760, -0.421)  -0.77
H (-0.664, 0.828, -0.936)  0.20
H (-0.857, -0.440, 0.240)  0.20
C (0.951, -0.514, -0.938)  0.74
O (-0.958, -2.849, -1.401)  -0.98
H (-1.661, -2.371, -1.677)  0.46
C (-0.079, 0.247, -0.137)  -0.56
S (-1.139, 1.923, 2.058)  -0.81
H (0.967, 0.755, 1.817)  0.19
C (0.226, 1.116, 1.039)  -0.49

Properties
**Charge**: -2
**Electronic energy**: -741.784867 Ha
**Multiplicity**: 1
**Energy relative to the best compared isomer or geometry (same formula, charge and spin)**: 132.6 kJ/mol

=====

2.
DFT (ωB97M-V with the def2-TZVPD basis set) results for 12 unconnected molecules or ions with the total composition C20H56NO11 at a distorted geometry.

Last column: Mulliken charge in e.
Element x y z (Å)
H (0.167, 4.010, 7.468)  0.25
C (0.704, -0.727, 1.060)  -0.81
H (-4.938, -3.865, 1.214)  0.24
C (-1.175, -1.046, 6.829)  -0.53
O (0.082, -1.193, 6.187)  -0.47
H (-0.901, 6.454, 3.541)  0.25
H (-1.974, -1.365, 6.155)  0.30
H (-4.405, -2.219, -1.867)  0.12
H (-7.186, -2.578, -8.242)  0.25
C (6.526, 1.041, -2.364)  -0.66
H (-5.207, 0.096, 1.545)  0.24
H (-4.148, -6.026, 1.202)  0.31
H (-4.747, -4.527, -0.436)  0.17
H (2.396, 0.708, 4.013)  0.28
H (1.664, -0.896, -1.763)  0.26
H (-6.876, -0.824, -8.252)  0.20
C (-5.291, -4.618, 0.506)  -0.41
H (5.209, 0.230, -3.543)  0.33
H (-1.318, 0.004, 7.085)  0.17
H (2.941, 3.353, -2.775)  0.26
O (5.791, 1.002, -3.586)  -0.61
C (-5.274, -0.015, 0.402)  -0.85
H (1.722, 3.311, 9.006)  0.31
H (-0.776, 5.347, 4.931)  0.11
C (-1.211, 5.484, 3.941)  -0.44
C (1.279, 2.639, 8.267)  -0.60
H (0.674, 0.370, 1.371)  0.20
H (-2.300, 5.443, 4.016)  0.26
H (-4.521, 0.939, -6.337)  0.27
H (0.801, 0.889, 4.785)  0.12
C (10.000, -0.734, -0.370)  -0.54
O (-4.485, -0.818, -5.260)  -0.43
H (0.274, -1.405, 1.887)  0.27
H (-6.366, -0.145, 0.058)  0.16
H (-1.196, -1.646, 7.743)  0.27
O (-5.095, -5.922, 1.051)  -0.57
C (-4.000, -0.023, -6.329)  -0.59
H (10.380, 0.290, -0.352)  0.25
C (0.531, -0.961, -1.657)  -0.62
H (0.164, -1.248, -3.961)  0.24
H (3.577, 4.738, -1.853)  0.21
O (1.196, 2.170, 3.220)  -0.47
C (-1.896, -1.216, -2.865)  -0.45
H (0.184, -2.129, 5.971)  0.27
O (-0.749, 4.446, 3.091)  -0.46
H (1.796, -0.989, 0.837)  0.10
H (2.085, 2.102, 5.079)  0.23
C (-1.711, -0.916, -0.134)  -0.55
O (0.830, 3.386, 7.147)  -0.42
H (3.790, -2.427, -0.477)  0.22
O (8.580, -0.719, -0.334)  -0.44
C (-7.614, -1.595, -8.029)  -0.53
H (8.321, -0.282, 0.488)  0.28
H (-4.730, 0.836, -0.142)  0.24
C (4.482, -2.521, -1.318)  -0.35
H (-8.503, -1.432, -8.645)  0.29
C (1.643, 1.426, 4.342)  -0.41
H (5.072, -3.435, -1.217)  0.31
H (-4.650, -0.353, -1.934)  0.24
H (3.169, -3.326, -2.495)  0.28
C (-2.524, -1.103, -1.438)  0.52
C (-4.143, -1.207, -1.359)  -0.62
H (-6.356, -4.469, 0.323)  0.22
H (-1.147, 4.589, 2.223)  0.27
H (-8.614, -2.203, -6.483)  0.29
H (0.438, 2.099, 8.711)  0.26
H (5.107, 2.598, -2.931)  0.40
H (7.116, 0.128, -2.263)  0.28
H (-2.210, -0.815, 0.891)  0.25
O (3.751, -2.557, -2.535)  -0.49
O (4.995, 3.541, -2.725)  -0.53
C (-0.160, -0.870, -0.276)  0.77
C (-0.332, -1.144, -2.927)  -0.53
H (10.322, -1.222, -1.290)  0.22
C (3.731, 3.686, -2.097)  -0.52
H (7.193, 1.902, -2.381)  0.35
O (-7.962, -1.513, -6.655)  -0.49
H (3.706, 3.095, -1.177)  0.20
H (-2.932, 0.146, -6.188)  0.26
H (10.385, -1.290, 0.488)  0.25
H (2.030, 1.923, 7.934)  0.21
H (5.150, -1.659, -1.334)  0.03
H (-5.431, -0.951, -5.410)  0.25
H (-4.162, -0.544, -7.278)  0.25
H (5.834, 1.135, -1.523)  0.26
N (-4.561, -1.305, 0.068)  -0.41
H (0.531, 2.796, 3.538)  0.25
H (-2.546, -1.361, -3.803)  0.26

Properties
**Charge**: -1
**Electronic energy**: -1677.610055 Ha
**Multiplicity**: 1

=====

Computed E_LUMO (eV) in order:
6.21; 2.01